(1)
{"formula": "C21H47N3O3S", "method": "ωB97M-V with the def2-TZVPD basis set", "elements": ["N", "C", "C", "C", "C", "C", "N", "C", "O", "S", "O", "O", "C", "C", "C", "N", "H", "H", "H", "H", "H", "H", "H", "H", "H", "H", "H", "H", "H", "H", "H", "H", "H", "H", "H", "C", "C", "C", "C", "C", "C", "H", "H", "H", "H", "H", "H", "H", "H", "H", "H", "H", "H", "H", "H", "C", "C", "C", "C", "C", "C", "H", "H", "H", "H", "H", "H", "H", "H", "H", "H", "H", "H", "H", "H"], "coordinates": [[1.075104, -5.736875, 0.476822], [0.933537, -5.057671, -0.623446], [2.182393, -4.691753, -1.522764], [2.233968, -3.171280, -1.937613], [2.635011, -2.171691, -0.767171], [1.535963, -2.011700, 0.372968], [0.141963, -1.957894, -0.108368], [4.050967, -2.457974, -0.103500], [4.908670, -3.364423, -0.826573], [4.961596, -3.045230, -2.449533], [5.667769, -1.730250, -2.617433], [5.756850, -4.111663, -3.143680], [3.263983, -2.868944, -3.137189], [2.988078, -3.712247, -4.443897], [2.432438, -2.671472, -5.540120], [1.453731, -3.413227, -6.403693], [0.142683, -5.861101, 0.899719], [-0.117957, -4.728179, -0.864853], [3.078348, -5.066538, -0.961921], [2.086587, -5.359356, -2.436210], [1.216587, -2.922645, -2.377316], [2.715736, -1.148943, -1.256867], [1.734602, -1.014483, 0.882015], [1.636592, -2.792046, 1.175311], [-0.384779, -2.798984, 0.106082], [0.064905, -1.682371, -1.083708], [3.871651, -2.920440, 0.907726], [4.560353, -1.460880, 0.047634], [3.116789, -1.771883, -3.369873], [3.929280, -4.130530, -4.905618], [2.185872, -4.488371, -4.340861], [3.258978, -2.283111, -6.191049], [1.830043, -1.839401, -5.050671], [0.891428, -2.725589, -6.921880], [0.773691, -3.897415, -5.805603], [-3.803157, -0.762213, -2.496026], [-3.789986, 0.752499, -2.331419], [-2.609365, 1.261919, -1.504667], [-2.566887, 0.769953, -0.055417], [-3.804535, 1.096017, 0.781244], [-4.043465, 2.591341, 0.947123], [-3.906760, -1.271907, -1.535438], [-4.644148, -1.066951, -3.122792], [-2.883247, -1.110072, -2.974125], [-4.735708, 1.083319, -1.892904], [-3.737576, 1.208865, -3.325333], [-2.617477, 2.356269, -1.517561], [-1.676303, 0.963527, -1.996709], [-1.686380, 1.204639, 0.430535], [-2.410277, -0.313045, -0.042983], [-3.677178, 0.651816, 1.773662], [-4.693609, 0.627897, 0.347940], [-3.182385, 3.072801, 1.418079], [-4.915503, 2.764155, 1.582397], [-4.231293, 3.079980, -0.011198], [-0.949690, 2.178340, 4.362166], [-1.769885, 3.462447, 4.372477], [-1.208852, 4.547080, 3.452618], [0.193224, 5.048102, 3.809672], [0.343346, 5.612929, 5.222750], [-0.521441, 6.841231, 5.476828], [0.065436, 2.344412, 4.729626], [-1.414249, 1.428303, 5.006173], [-0.887844, 1.763593, 3.352350], [-1.856632, 3.835542, 5.397040], [-2.788096, 3.225596, 4.045919], [-1.904678, 5.391878, 3.441399], [-1.185590, 4.164270, 2.425946], [0.477836, 5.820854, 3.087033], [0.915127, 4.235581, 3.678093], [1.391735, 5.887949, 5.375159], [0.117020, 4.844192, 5.967571], [-0.282418, 7.639061, 4.769224], [-0.347080, 7.223013, 6.485483], [-1.585438, 6.611378, 5.391198]], "atomic_forces_ev_per_a": [[-0.326, 1.162, -1.787], [0.404, -0.422, 1.353], [-1.043, -0.779, 0.387], [0.499, -0.165, -0.231], [-0.544, 0.256, -0.250], [0.346, 0.711, 0.196], [0.493, -0.069, 0.333], [-0.999, 0.965, 0.850], [-0.932, 0.137, -1.888], [5.740, 1.294, -2.548], [-2.551, -2.318, 0.969], [-2.982, 1.563, 2.368], [-1.507, -0.756, 0.933], [0.339, 1.696, -1.245], [-1.195, -0.804, 0.333], [0.014, 0.497, 0.136], [0.480, -0.066, -0.130], [1.205, -0.119, -0.527], [-0.738, 0.571, -0.490], [0.139, 0.896, 0.882], [1.113, -0.075, 0.652], [-0.146, -1.141, 0.427], [0.047, -1.162, -0.477], [-0.106, 0.538, -0.921], [0.230, 0.299, -0.375], [-0.115, -0.220, 0.366], [0.432, 0.235, -1.109], [-0.302, -1.195, -0.216], [0.765, -1.211, 0.365], [-1.085, 0.076, 0.936], [1.011, 0.571, 0.293], [-0.793, -0.164, 0.782], [1.253, -0.591, -0.255], [0.423, -0.433, 0.109], [0.404, 0.239, -0.222], [-0.173, 0.003, 0.005], [0.154, -0.009, -0.089], [-0.047, 0.125, 0.070], [-0.049, -0.148, -0.015], [0.130, 0.058, 0.021], [-0.167, -0.041, 0.051], [0.034, -0.003, -0.043], [0.065, -0.064, 0.018], [-0.008, -0.011, 0.041], [0.035, 0.012, 0.018], [-0.041, 0.023, 0.067], [0.020, -0.027, 0.001], [-0.029, 0.006, -0.008], [-0.024, -0.038, 0.002], [0.062, 0.055, 0.008], [-0.019, -0.035, -0.059], [0.032, -0.018, -0.008], [-0.018, 0.019, -0.049], [0.056, 0.083, -0.028], [0.030, 0.021, 0.039], [-0.050, -0.029, 0.140], [-0.011, -0.048, -0.153], [-0.061, 0.109, 0.036], [0.067, -0.119, 0.013], [0.035, 0.076, -0.109], [0.013, -0.026, 0.163], [-0.022, -0.029, -0.046], [0.065, -0.025, -0.051], [0.041, 0.015, 0.023], [0.006, 0.034, -0.029], [0.022, 0.058, 0.046], [0.027, -0.010, -0.019], [-0.008, -0.005, 0.032], [-0.006, -0.014, 0.037], [-0.034, 0.018, -0.016], [-0.032, -0.067, 0.010], [0.011, -0.014, -0.040], [-0.053, -0.027, 0.003], [-0.052, 0.043, -0.062], [0.025, 0.040, -0.019]], "lowdin_charge": [0.073, -0.232, -0.113, -0.251, -0.238, -0.232, 0.001, -0.169, -0.245, 0.771, -0.326, -0.311, -0.288, -0.140, -0.254, -0.045, 0.045, 0.109, 0.123, 0.119, 0.143, 0.147, 0.122, 0.116, 0.050, 0.063, 0.138, 0.140, 0.129, 0.123, 0.101, 0.122, 0.110, 0.065, 0.055, -0.115, -0.271, -0.228, -0.233, -0.265, -0.105, 0.065, 0.069, 0.069, 0.099, 0.105, 0.101, 0.104, 0.105, 0.086, 0.103, 0.099, 0.056, 0.073, 0.068, -0.108, -0.270, -0.234, -0.229, -0.273, -0.114, 0.066, 0.070, 0.067, 0.100, 0.096, 0.103, 0.099, 0.109, 0.101, 0.104, 0.098, 0.075, 0.069, 0.065], "smiles": "[H]/N=C/C[C@H]1[C@@H](CN)COS(=O)(=O)[C@H]1CCN.CCCCCC.CCCCCC", "total_charge": 0, "lumo_energy_ha": 0.00125, "gap_ev": 9.716, "e_above_lowest_ev": 2.130}

---

(2)
{"formula": "C5H10N3O3", "method": "ωB97M-V with the def2-TZVPD basis set", "elements": ["C", "C", "C", "C", "C", "N", "N", "N", "O", "O", "O", "H", "H", "H", "H", "H", "H", "H", "H", "H", "H"], "coordinates": [[-0.679091, 0.760677, 0.520080], [-0.959638, -0.157355, -0.621242], [0.791798, 1.115223, 0.689095], [-0.036399, -1.385896, -0.726398], [1.648676, -0.009293, 0.232346], [1.371376, -1.067394, -0.409406], [4.319073, 0.985089, 0.395605], [-4.285619, 0.093618, 0.095605], [2.175940, -1.992554, -0.672192], [-4.853150, -0.173850, -0.972677], [-4.688383, -0.385409, 1.147219], [-1.422946, 1.541189, 0.499673], [-0.923963, 0.199673, 1.404878], [-2.090741, -0.434766, -0.399420], [-0.987915, 0.372043, -1.515753], [0.995576, 2.040359, 0.142262], [0.856553, 1.222924, 1.756992], [-0.397206, -2.010189, 0.085420], [-0.117265, -1.780840, -1.783979], [4.867509, 0.174886, 0.795096], [4.415811, 0.891857, -0.663198]], "atomic_forces_ev_per_a": [[-0.166, -1.542, 0.308], [-2.371, -1.302, 1.011], [0.004, 0.441, -0.551], [-2.261, 1.358, -0.380], [0.819, 1.946, 0.107], [0.599, -0.028, 0.622], [-1.262, -1.409, -1.022], [1.655, 1.172, -0.611], [1.000, -1.054, -0.797], [-0.638, -0.432, -0.112], [-0.877, -0.745, 0.751], [0.299, 0.809, -0.021], [-0.315, -0.309, 0.609], [2.157, 0.021, -0.889], [0.090, 0.967, -1.814], [0.485, -0.087, 0.287], [0.889, 0.564, 0.385], [0.420, -0.887, -0.405], [0.532, -0.032, 1.602], [-0.912, 0.706, -0.723], [-0.148, -0.155, 1.645]], "nbo_charge": [-0.391, -0.459, -0.525, -0.243, 0.468, -0.011, -0.839, 0.200, -0.557, -0.587, -0.570, 0.250, 0.197, 0.287, 0.196, 0.231, 0.238, 0.224, 0.241, 0.324, 0.325], "total_charge": -1, "lumo_energy_ha": [0.01119, 0.01116], "gap_ev": [3.538, 3.537], "e_above_lowest_ev": 6.705}

---

(3)
{"formula": "C12H24N2OPSSi", "method": "ωB97M-V with the def2-TZVPD basis set", "elements": ["C", "C", "P", "C", "C", "C", "N", "N", "C", "C", "O", "Si", "C", "C", "C", "C", "S", "C", "H", "H", "H", "H", "H", "H", "H", "H", "H", "H", "H", "H", "H", "H", "H", "H", "H", "H", "H", "H", "H", "H", "H", "H"], "coordinates": [[-1.215032, 5.192959, 2.408025], [0.284216, 4.893893, 2.383091], [0.834984, 3.206659, 2.891318], [-0.453233, 2.688781, 4.077431], [0.317470, 2.152307, 1.454486], [1.332995, 1.485511, 0.748627], [1.118321, 0.685969, -0.261557], [-0.135688, 0.485216, -0.643479], [-0.317653, -0.460532, -1.775712], [0.968643, -1.131722, -2.253223], [0.578459, -2.319692, -2.909674], [0.611722, -3.788788, -2.086842], [2.274911, -4.568024, -2.371817], [-0.710476, -4.867135, -2.832229], [0.235893, -3.562412, -0.265146], [-1.182083, 1.083597, -0.071304], [-2.833581, 0.750425, -0.569828], [-0.970410, 1.933471, 1.008067], [-1.797187, 4.441743, 1.880019], [-1.570788, 5.228493, 3.435835], [-1.421965, 6.166717, 1.971161], [0.713323, 5.094698, 1.402076], [0.795332, 5.539618, 3.097593], [-1.471126, 2.788699, 3.700624], [-0.287425, 1.646712, 4.340936], [-0.371715, 3.298658, 4.974221], [2.366322, 1.619267, 1.033752], [-1.021519, -1.223847, -1.454752], [-0.750279, 0.110682, -2.594447], [1.471225, -0.505247, -2.988030], [1.666494, -1.321058, -1.441659], [2.326834, -5.556235, -1.918428], [3.117094, -3.958951, -2.047792], [2.371555, -4.690851, -3.452378], [-0.463750, -5.205837, -3.834205], [-1.667656, -4.346085, -2.835768], [-0.826688, -5.730288, -2.173886], [-0.758054, -3.168656, -0.058702], [0.979513, -2.919943, 0.213562], [0.335864, -4.536640, 0.213838], [-2.655153, 0.971533, -1.878102], [-1.819711, 2.396337, 1.484296]], "atomic_forces_ev_per_a": [[0.225, 0.006, 0.215], [-0.380, -0.121, 0.011], [0.383, -0.055, 0.192], [-0.289, -0.031, -0.131], [-0.384, 0.178, -0.058], [-0.101, 0.176, 0.094], [-0.157, -0.114, -0.312], [0.394, -0.091, -0.109], [0.301, 0.187, 0.051], [-0.033, -0.403, -0.477], [-0.098, 0.200, 0.377], [-0.142, -0.485, -0.365], [-0.163, 0.209, -0.141], [0.112, 0.278, 0.391], [0.425, 0.244, -0.113], [-0.395, -0.030, -0.067], [-0.121, 0.059, 0.108], [0.517, 0.010, 0.379], [-0.095, 0.078, -0.139], [-0.092, -0.048, 0.025], [-0.010, 0.022, -0.116], [0.128, 0.035, -0.030], [0.102, 0.132, -0.085], [-0.023, 0.037, 0.010], [0.069, -0.033, 0.132], [0.080, -0.011, 0.104], [0.125, -0.074, -0.053], [-0.109, 0.036, 0.059], [-0.127, -0.081, -0.062], [0.108, 0.142, 0.091], [-0.016, 0.044, 0.166], [0.112, -0.041, 0.089], [0.056, -0.036, 0.161], [0.055, -0.072, -0.037], [-0.060, -0.033, -0.096], [-0.073, 0.002, -0.147], [0.002, -0.155, -0.116], [-0.105, -0.047, 0.025], [-0.046, 0.062, 0.082], [-0.126, -0.063, 0.039], [0.064, -0.092, -0.095], [-0.110, -0.021, -0.051]], "nbo_charge": [-0.610, -0.698, 0.818, -0.944, -0.220, 0.033, -0.150, -0.089, -0.244, -0.071, -0.863, 1.874, -1.148, -1.135, -1.155, 0.100, 0.126, -0.205, 0.186, 0.218, 0.236, 0.238, 0.248, 0.220, 0.249, 0.260, 0.245, 0.247, 0.225, 0.203, 0.196, 0.249, 0.242, 0.251, 0.252, 0.239, 0.244, 0.230, 0.230, 0.261, 0.157, 0.256], "total_charge": 1, "lumo_energy_ha": -0.17402, "gap_ev": 7.568}

---

(4)
{"formula": "C24H28FIN2O3PdSi", "method": "ωB97M-V with the def2-TZVPD basis set", "elements": ["Pd", "O", "C", "C", "C", "C", "C", "C", "C", "C", "N", "H", "H", "H", "H", "H", "H", "H", "H", "H", "H", "H", "C", "Si", "C", "C", "N", "C", "C", "C", "C", "C", "C", "F", "H", "H", "H", "H", "H", "H", "H", "H", "H", "H", "H", "H", "H", "I", "C", "C", "C", "C", "C", "C", "C", "O", "O", "H", "H", "H", "H"], "coordinates": [[-0.024867, -0.403695, -0.533371], [1.796278, -2.539541, -0.788962], [0.961816, -3.627387, -1.058537], [0.395810, -4.275482, 0.219609], [-0.194131, -3.259073, 1.210520], [-1.538715, -2.719546, 0.794286], [-2.665823, -2.908739, 1.584161], [-3.894417, -2.430088, 1.150673], [-3.963417, -1.799605, -0.079942], [-2.798088, -1.657406, -0.815853], [-1.605579, -2.078955, -0.386036], [1.209774, -1.664190, -0.817861], [1.552177, -4.385286, -1.591990], [0.128144, -3.330473, -1.701243], [1.204560, -4.813717, 0.724166], [-0.367574, -5.008142, -0.070583], [0.513608, -2.431165, 1.291747], [-0.292061, -3.724015, 2.195482], [-2.574738, -3.414143, 2.537797], [-4.778787, -2.558412, 1.763436], [-4.897271, -1.412153, -0.464025], [-2.799076, -1.150871, -1.771878], [3.808118, 2.751141, 0.370685], [2.139192, 1.819495, 0.212665], [2.124087, 0.640183, 1.699432], [0.844660, 3.163241, 0.531263], [1.838167, 0.898280, -1.170573], [2.199841, 1.077037, -2.450729], [3.131103, 2.065558, -2.887529], [3.575482, 2.175020, -4.193711], [3.113505, 1.318582, -5.181996], [2.163971, 0.362178, -4.820733], [1.724462, 0.267445, -3.523001], [0.778887, -0.671845, -3.273727], [3.988627, 3.031983, 1.412947], [3.820969, 3.668292, -0.224778], [4.642598, 2.125153, 0.040434], [1.887690, 1.164482, 2.631946], [3.078838, 0.121755, 1.826140], [1.352330, -0.117471, 1.520012], [0.985656, 3.646718, 1.503536], [-0.153484, 2.722773, 0.505929], [0.876020, 3.936445, -0.242260], [3.506948, 2.748664, -2.139560], [4.297697, 2.945094, -4.450013], [3.469429, 1.387702, -6.203011], [1.753565, -0.316817, -5.559032], [-1.802233, 0.761129, 6.020541], [-2.197082, 1.087060, 3.955762], [-1.393811, 0.478776, 3.010222], [-1.669346, 0.690436, 1.663832], [-2.764619, 1.466960, 1.275585], [-3.542829, 2.068173, 2.259625], [-3.260081, 1.899223, 3.608638], [-3.188194, 1.654174, -0.205571], [-4.322870, 2.157620, -0.356680], [-2.384166, 1.269876, -1.072123], [-0.564314, -0.150518, 3.308457], [-0.982978, 0.218645, 0.895701], [-4.385353, 2.670216, 1.943984], [-3.858103, 2.389226, 4.366095]], "atomic_forces_ev_per_a": [[0.024, 0.511, -0.982], [-0.109, 0.246, -0.085], [-0.043, -0.025, 0.102], [0.008, 0.163, -0.100], [-0.030, -0.075, -0.068], [0.085, -0.153, -0.041], [-0.076, -0.023, -0.007], [0.126, -0.009, -0.079], [-0.168, -0.127, 0.041], [0.115, 0.127, -0.080], [0.136, 0.231, 0.260], [0.899, -1.029, 0.098], [-0.058, -0.014, -0.019], [0.024, -0.003, -0.058], [-0.006, 0.006, 0.024], [0.028, -0.059, 0.062], [-0.001, 0.012, 0.039], [-0.017, 0.038, 0.009], [0.029, 0.006, -0.001], [-0.005, 0.051, 0.002], [0.044, 0.076, -0.003], [-0.005, 0.079, 0.059], [0.001, -0.113, -0.201], [-0.094, 0.023, 0.607], [-0.003, 0.156, -0.034], [0.011, -0.125, -0.120], [-0.569, -0.295, -0.126], [0.187, 0.079, 0.093], [-0.107, -0.103, -0.030], [0.036, 0.025, -0.043], [0.007, -0.033, -0.079], [0.066, 0.121, -0.007], [-0.010, -0.013, 0.009], [0.062, -0.036, 0.002], [-0.074, -0.038, 0.024], [0.016, 0.013, 0.020], [0.012, 0.009, 0.008], [0.021, 0.014, -0.018], [0.013, 0.004, -0.063], [0.025, -0.016, 0.035], [0.043, -0.026, 0.004], [-0.041, 0.012, -0.013], [0.032, -0.014, -0.017], [0.051, 0.028, -0.018], [-0.004, 0.008, 0.057], [-0.025, 0.012, 0.004], [-0.055, -0.040, 0.059], [-0.024, 0.036, -0.234], [0.084, -0.075, 0.386], [0.035, -0.030, -0.038], [-0.006, 0.009, -0.278], [0.084, -0.111, -0.071], [0.045, -0.018, 0.141], [-0.069, 0.063, -0.058], [-0.021, -0.005, 0.082], [-0.152, 0.060, -0.023], [0.120, -0.078, 0.055], [0.033, 0.027, -0.033], [-0.735, 0.511, 0.790], [0.014, -0.032, -0.064], [-0.011, -0.038, 0.020]], "nbo_charge": [0.152, -0.764, -0.058, -0.405, -0.453, 0.243, -0.280, -0.170, -0.278, 0.088, -0.498, 0.422, 0.142, 0.178, 0.186, 0.181, 0.258, 0.190, 0.202, 0.200, 0.222, 0.230, -1.129, 1.820, -1.127, -1.130, -1.169, 0.150, -0.298, -0.227, -0.323, -0.302, 0.390, -0.344, 0.214, 0.210, 0.220, 0.211, 0.217, 0.240, 0.208, 0.255, 0.219, 0.197, 0.182, 0.183, 0.199, 0.019, -0.147, -0.216, -0.183, -0.140, -0.175, -0.294, 0.755, -0.782, -0.745, 0.213, 0.202, 0.236, 0.203], "total_charge": -2, "lumo_energy_ha": 0.13420, "gap_ev": 4.366, "e_above_lowest_ev": 0.979}

---

Number 1: M 421.69 g/mol, E_tot -43984.956 eV. Number 2: M 160.15 g/mol, E_tot -15951.090 eV. Number 3: M 303.46 g/mol, E_tot -45857.259 eV. Number 4: M 672.91 g/mol, E_tot -56642.587 eV.